ORCA calculation (ωB97M-V with the def2-TZVPD basis set) on C2H3N3O2 in the gas phase in a non-equilibrium geometry.

XYZ file:
```
10
Properties=species:S:1:pos:R:3:forces:R:3
O 2.4144 0.3348 0.1107 3.37 0.87 -1.40
N 1.5291 -0.6541 -0.0018 -4.31 -1.97 -0.10
C 0.3070 -0.2228 -0.0481 0.63 -1.53 0.35
C -0.2748 1.1042 -0.0335 -2.14 -1.46 -0.23
N -1.5819 0.9379 0.0253 1.51 2.85 -0.46
N -1.9815 -0.3254 -0.0840 1.56 0.21 0.21
O -0.7729 -1.1344 -0.0189 0.90 0.28 0.13
H 3.1910 -0.1023 -0.3656 -1.14 1.36 1.20
H 0.3180 2.0068 -0.1743 -0.77 -0.05 0.41
H -2.5948 -0.5053 0.7185 0.38 -0.57 -0.11
```
Forces are in eV/Å.

As for the HOMO-LUMO gap: 8.8 eV. The calculation puts the LUMO energy at 0.27 eV. The max |F| is 0.0921 Eh/bohr. Its SMILES is O/N=c1\cn[nH]o1. Its HOMO energy is -8.54 eV. The calculation puts the energy above the lowest of the compared OMol25 structures with the same formula, charge and spin at 5.396 eV.

---

ORCA calculation (ωB97M-V with the def2-TZVPD basis set) on C2H3N3O2 in the gas phase in a non-equilibrium geometry.

XYZ file:
```
10
Properties=species:S:1:pos:R:3:forces:R:3
O 1.4339 -0.6210 -2.0735 1.14 1.10 0.81
C 0.7614 -0.6899 -1.1259 -2.93 -3.09 -1.79
N -0.2258 -1.1721 -0.5419 1.06 0.57 -0.50
C -0.7890 -0.7967 0.7148 -0.17 0.57 -0.48
N 0.1755 0.0992 1.2943 2.65 1.20 -0.75
N 0.7332 1.0076 0.6593 -1.02 1.09 3.04
O 0.0106 1.6581 -0.3840 -0.57 -1.22 -0.25
H -1.7524 -0.2933 0.5994 -0.19 -0.31 -0.10
H -0.8367 -1.6817 1.3567 -0.27 0.36 -0.03
H 0.4893 2.4898 -0.4993 0.30 -0.27 0.05
```
Forces are in eV/Å.

As for the HOMO-LUMO gap: 9.5 eV. The calculation puts the LUMO energy at -0.48 eV. The max |F| is 0.0897 Eh/bohr. Its SMILES is O=C=NC/N=N\O. Its HOMO energy is -9.97 eV. The calculation puts the energy above the lowest of the compared OMol25 structures with the same formula, charge and spin at 4.374 eV.

---

ORCA calculation (ωB97M-V with the def2-TZVPD basis set) on C2H3N3O2 in the gas phase in a non-equilibrium geometry.

XYZ file:
```
10
Properties=species:S:1:pos:R:3:forces:R:3
C -0.0688 -1.3093 0.1058 0.76 -0.22 -0.01
C -0.4980 -0.0324 0.2244 1.79 1.64 0.27
N 1.2261 -1.5681 -0.0415 -0.80 -1.20 -0.21
N 1.3049 0.6897 -0.1929 -2.92 0.59 0.04
N -1.5068 0.7712 0.0098 -0.12 -0.10 -0.45
O 1.8200 1.7485 0.0854 0.15 -1.78 -0.22
O 1.9885 -0.4798 -0.0895 1.38 1.18 0.54
H -0.6824 -2.1802 0.2767 -0.14 -0.06 -0.13
H -2.1005 0.6691 -0.8059 0.07 0.11 0.07
H -1.4830 1.6913 0.4276 -0.17 -0.15 0.10
```
Forces are in eV/Å.

As for the HOMO-LUMO gap (alpha / beta): 8.2 / 8.2 eV. The calculation puts the LUMO energy (alpha / beta) at 0.02 / 0.02 eV. The max |F| is 0.0578 Eh/bohr. Its HOMO energy (alpha / beta) is -8.14 / -8.14 eV. The calculation puts the energy above the lowest of the compared OMol25 structures with the same formula, charge and spin at 7.272 eV.

---

ORCA calculation (ωB97M-V with the def2-TZVPD basis set) on a 3-piece molecular cluster, C2H3N3O2S overall in a non-equilibrium geometry.

XYZ file:
```
11
Properties=species:S:1:pos:R:3:forces:R:3
C 1.1152 -0.6345 -0.1864 -2.13 -0.28 -0.07
C -0.6314 0.8279 -0.2701 -2.05 1.77 1.09
H 2.9189 -0.1718 1.2786 -1.61 -2.38 -3.24
H -2.9097 0.0156 -0.5083 -0.67 -1.85 1.42
H 1.2825 1.5922 0.8532 -1.91 -3.29 -4.21
N 0.0223 -1.4007 -0.4619 4.77 1.79 1.01
N -0.9396 -0.4859 -0.6061 -3.67 -1.19 0.64
N 0.7626 0.7599 -0.1862 1.98 2.44 4.01
O 2.3322 -1.0595 -0.0044 1.25 2.37 2.84
O -1.4740 1.7569 -0.0651 3.24 -2.91 -0.84
S -2.4789 -1.2000 0.1568 0.79 3.52 -2.65
```
Forces are in eV/Å.

As for the HOMO-LUMO gap: 5.9 eV. The calculation puts the LUMO energy at -2.85 eV. The max |F| is 0.1103 Eh/bohr. Its HOMO energy is -8.70 eV. The calculation puts the energy above the lowest of the compared OMol25 structures with the same formula, charge and spin at 6.728 eV.

---

ORCA calculation (ωB97M-V with the def2-TZVPD basis set) on C2H3N3O2S in the gas phase in a non-equilibrium geometry.

XYZ file:
```
11
Properties=species:S:1:pos:R:3:forces:R:3
H -2.7186 -1.0526 0.0225 2.32 -1.15 0.00
N -1.6904 -1.4256 0.0010 -3.99 -1.22 0.37
C -0.9533 -0.4710 -0.1246 0.82 2.33 -0.76
N -1.2709 0.9090 -0.3594 -0.69 1.97 2.89
O -0.0355 1.5633 0.2374 -1.93 0.08 -1.41
C 0.8469 0.6782 -0.1442 5.43 1.50 -0.21
N 2.0931 0.9048 -0.2858 -1.30 0.70 0.98
S 3.1084 -0.4038 -0.0513 -0.76 -2.54 0.94
O 0.4080 -0.5348 -0.2566 -2.89 -2.63 0.33
H -1.9709 1.3296 0.3537 1.05 -1.38 -1.70
H 2.1831 -1.4970 0.6075 1.95 2.34 -1.43
```
Forces are in eV/Å.

As for the HOMO-LUMO gap: 8.5 eV. The calculation puts the LUMO energy at 0.22 eV. The max |F| is 0.1097 Eh/bohr. Its SMILES is [H]/N=c1\[nH]o/c(=N/S)o1. Its HOMO energy is -8.31 eV. The calculation puts the energy above the lowest of the compared OMol25 structures with the same formula, charge and spin at 3.495 eV.

---

ORCA calculation (ωB97M-V with the def2-TZVPD basis set) on C2H3N3O3 as an isolated structure in a non-equilibrium geometry.

XYZ file:
```
11
Properties=species:S:1:pos:R:3:forces:R:3
C -1.2566 -1.1937 0.6745 1.65 0.43 3.54
C 2.3076 0.1820 0.0641 -1.52 -2.27 -2.68
N -0.4577 -0.2090 0.9633 -2.09 0.07 -2.68
N 0.0727 1.8470 -0.3071 1.22 1.27 0.27
N -0.7039 0.9709 -0.4823 0.39 -0.61 0.99
O 2.9254 0.6805 0.8591 1.88 2.01 2.84
O -1.9112 -1.5092 -0.4118 -1.42 -1.34 0.67
O 1.7683 -0.4039 -0.7822 -0.03 0.04 -0.25
H -1.4572 -1.9650 1.5162 0.40 1.27 -1.28
H 0.2128 2.7314 -0.9472 -1.34 -2.23 0.62
H -1.5001 -1.1310 -1.1468 0.85 1.36 -2.04
```
Forces are in eV/Å.

As for the HOMO-LUMO gap (alpha / beta): 9.2 / 9.2 eV. The calculation puts the LUMO energy (alpha / beta) at 0.42 / 0.42 eV. The max |F| is 0.0769 Eh/bohr. Its HOMO energy (alpha / beta) is -8.77 / -8.77 eV. The calculation puts the energy above the lowest of the compared OMol25 structures with the same formula, charge and spin at 1.826 eV.

---

| no. | molecular weight (g mol⁻¹) |
| --- | --- |
| 1 | 101.06 |
| 2 | 101.06 |
| 3 | 101.06 |
| 4 | 133.13 |
| 5 | 133.13 |
| 6 | 117.06 |